(1)
15
Properties=species:S:1:pos:R:3:forces:R:3 method="wB97M-V/def2-TZVPD" smiles="O=C(O)CCCS" homo_lumo_gap_ha=0.3614 e_above_lowest_ev=1.153 molar_mass_g_mol=120.2 total_energy_ha=-705.85325
O -2.741 0.707 -0.725 -0.918 -0.401 -0.432
C -2.117 0.155 0.133 2.591 0.348 -1.240
O -2.101 0.626 1.381 1.412 -1.543 0.722
C -1.098 -0.947 -0.128 0.068 -1.729 1.089
C 0.402 -0.868 0.256 -0.805 0.655 0.628
C 1.184 -0.005 -0.666 -0.466 2.739 0.054
S 2.978 0.235 -0.226 0.177 -0.506 1.201
H -2.969 0.934 1.487 -1.976 1.494 0.678
H -1.108 -1.263 -1.169 -0.468 0.254 -0.094
H -1.383 -1.847 0.482 -0.436 0.760 -0.604
H 0.583 -0.663 1.310 -0.295 0.493 0.049
H 0.749 -1.868 0.150 0.400 -0.982 -0.211
H 0.633 1.009 -0.918 1.325 -1.408 1.322
H 1.118 -0.408 -1.642 0.600 -0.936 -1.024
H 3.238 -0.330 1.103 -1.208 0.761 -2.139



(2)
28
Properties=species:S:1:pos:R:3:forces:R:3 method="wB97M-V/def2-TZVPD" total_charge=-2 homo_lumo_gap_ha="0.1994 / 0.1985" multiplicity=2 e_above_lowest_ev=0.000 molar_mass_g_mol=620.5 total_energy_ha=-4295.30900 s_squared=0.78
Ni 0.869 -0.167 0.431 -0.371 -0.078 0.008
O -1.298 -2.188 2.200 0.010 -0.011 0.052
C -0.893 -2.203 0.971 -0.155 0.072 -0.004
O 0.283 -2.201 0.629 0.095 0.010 -0.223
C -1.995 -2.241 -0.079 0.040 -0.144 0.082
O -1.673 -1.426 -1.173 0.025 -0.010 -0.168
C -2.295 -0.155 -1.127 -0.002 0.097 0.149
C -2.044 0.713 0.131 0.120 -0.146 -0.072
O -2.882 1.596 0.324 -0.006 0.072 -0.006
O -1.020 0.465 0.841 -0.239 -0.130 -0.165
H -0.493 -1.792 2.773 -0.054 -0.073 0.151
H -2.950 -1.964 0.375 0.007 0.012 0.014
H -2.059 -3.272 -0.444 -0.042 -0.019 0.027
H -3.382 -0.263 -1.230 0.008 0.018 -0.005
H -1.917 0.392 -1.992 0.001 0.038 0.016
S 1.387 2.685 3.021 0.060 -0.153 0.044
Sb 2.390 0.409 2.469 0.076 0.236 -0.239
S 0.876 -0.949 3.745 0.235 0.064 -0.086
S 2.598 0.866 -0.145 0.275 -0.099 0.487
Te 0.022 3.329 1.213 -0.152 0.181 -0.063
C 1.220 4.937 0.543 0.206 -0.017 -0.064
C 0.927 6.271 0.619 -0.109 0.016 0.059
C 1.911 7.109 0.032 0.087 0.102 -0.060
C 2.953 6.397 -0.485 -0.063 -0.227 0.049
S 2.722 4.706 -0.268 -0.079 0.201 0.034
H 0.030 6.633 1.105 0.014 -0.003 -0.006
H 1.854 8.190 0.009 -0.001 -0.005 -0.001
H 3.839 6.783 -0.965 0.015 -0.005 -0.010



(3)
10
Properties=species:S:1:pos:R:3:forces:R:3 method="wB97M-V/def2-TZVPD" homo_lumo_gap_ha=0.3202 e_above_lowest_ev=1.694 molar_mass_g_mol=118.0 total_energy_ha=-675.35203
C -0.553 1.036 -1.099 -1.862 0.869 -1.256
N 1.289 0.391 -0.160 1.391 1.435 0.538
N -1.193 -1.022 1.129 -1.227 -2.543 -0.997
N 0.517 0.377 -1.145 -0.809 -0.065 -1.714
N -1.605 -0.082 0.487 -1.978 0.843 0.465
O 0.533 1.308 1.009 3.134 -1.290 1.752
P -0.948 1.537 0.643 -1.098 -0.089 -1.806
H -1.338 1.042 -1.865 0.943 0.010 -0.019
H 1.805 -0.474 -0.011 -0.532 -0.091 1.174
H -0.520 -0.792 1.797 2.038 0.922 1.864



(4)
92
Properties=species:S:1:pos:R:3:forces:R:3 method="wB97M-V/def2-TZVPD" smiles="CN(C)C=O.CN(C)C=O.BrCCBr.CCCC#N.CCCC#N.CCCC#N.CCCC#N.CCCC#N" homo_lumo_gap_ha=0.3401 e_above_lowest_ev=1.790 molar_mass_g_mol=679.6 total_energy_ha=-6780.39134
C -0.768 -0.851 5.887 -0.770 -0.021 0.544
O -1.662 -1.617 6.223 0.679 0.213 -0.317
N -0.491 -0.439 4.639 -0.871 -0.304 -1.538
C 0.515 0.573 4.366 0.692 -0.592 -0.678
C -1.191 -1.083 3.484 0.006 -0.473 0.498
H -0.109 -0.368 6.625 0.049 -0.013 0.116
H 1.021 0.924 5.266 -0.335 -0.061 0.109
H 0.196 1.420 3.758 -0.673 0.085 0.311
H 1.282 0.125 3.735 0.300 -0.165 0.037
H -1.771 -1.949 3.807 0.019 0.269 0.656
H -1.914 -0.482 2.933 0.306 0.623 0.196
H -0.521 -1.552 2.764 0.545 0.504 0.083
C -3.230 1.077 -1.192 -2.015 -0.715 1.424
O -4.016 0.862 -0.230 1.840 0.627 -1.774
N -3.586 0.910 -2.472 -2.268 -0.314 -0.950
C -2.667 1.035 -3.554 0.238 0.010 -0.683
C -4.961 0.429 -2.898 1.536 -0.831 0.831
H -2.190 1.431 -1.118 -0.110 -0.053 0.417
H -1.692 1.333 -3.168 0.021 -0.124 -0.309
H -3.013 1.727 -4.322 -0.037 0.690 0.306
H -2.654 0.120 -4.146 0.520 -0.513 0.360
H -5.324 0.886 -3.819 0.018 0.797 0.479
H -4.865 -0.613 -3.202 0.265 -0.298 0.090
H -5.630 0.391 -2.038 -0.010 0.630 -0.245
C -3.205 6.150 1.056 -0.735 -0.707 0.147
C -4.069 4.974 0.483 0.042 0.408 -1.252
C -3.934 3.607 1.129 0.395 0.476 1.292
C -2.570 3.149 1.142 -2.954 0.874 -0.355
N -1.503 2.829 1.243 4.079 -1.220 0.257
H -3.365 6.216 2.133 0.155 -0.083 0.143
H -3.480 7.134 0.677 -0.283 -0.200 -0.320
H -2.136 6.051 0.869 -0.039 -0.361 0.015
H -3.842 4.808 -0.570 0.248 0.321 -0.233
H -5.138 5.186 0.454 0.011 0.438 0.363
H -4.537 2.782 0.749 -0.248 0.378 -0.138
H -4.106 3.756 2.195 -0.590 -0.281 0.236
C 0.166 6.499 -2.851 -0.935 0.744 -0.853
C 1.387 6.161 -2.135 0.860 -0.768 0.809
C 1.106 5.077 -1.070 0.717 -0.828 0.050
C 0.392 3.818 -1.459 -0.609 -0.758 -1.194
N -0.167 2.861 -1.826 1.159 1.870 0.798
H 0.367 7.424 -3.392 -0.555 0.047 -0.202
H -0.650 6.621 -2.139 -0.325 0.118 -0.349
H -0.022 5.697 -3.565 -0.545 0.137 -0.010
H 1.809 7.020 -1.614 -0.059 -0.025 0.230
H 2.119 5.908 -2.903 0.359 -0.573 0.405
H 0.542 5.495 -0.237 -0.018 0.118 -0.022
H 2.078 4.769 -0.683 -0.071 -0.210 0.323
C -1.354 -4.731 3.751 -0.844 -0.011 -0.378
C -1.727 -4.826 2.255 0.591 0.661 1.295
C -0.611 -5.431 1.421 0.158 0.109 -0.412
C 0.673 -4.735 1.648 0.487 0.371 -0.321
N 1.686 -4.196 1.784 -0.808 -0.302 0.109
H -0.949 -5.712 4.000 -0.006 0.140 0.624
H -2.306 -4.534 4.243 0.098 -0.357 0.517
H -0.717 -3.918 4.099 0.405 -0.202 -0.504
H -1.927 -3.824 1.875 -0.239 -0.076 -0.095
H -2.653 -5.401 2.280 0.147 -0.169 -0.744
H -0.880 -5.340 0.368 0.387 0.021 -0.127
H -0.413 -6.488 1.594 -0.224 -0.079 0.258
C 2.991 -2.551 -5.390 0.783 0.324 1.246
C 2.572 -3.598 -4.350 -0.890 -0.995 -1.848
C 1.755 -2.965 -3.224 0.361 0.299 -0.018
C 1.273 -3.865 -2.189 -0.224 -1.120 0.908
N 0.881 -4.587 -1.375 0.309 0.715 -0.942
H 3.378 -2.905 -6.346 -0.405 -0.408 0.105
H 3.837 -2.040 -4.931 -0.033 0.658 -0.184
H 2.157 -1.863 -5.528 0.183 0.146 -0.266
H 3.363 -4.308 -4.111 0.202 0.534 0.706
H 1.895 -4.236 -4.919 -0.421 -0.314 0.252
H 0.870 -2.498 -3.656 -0.045 0.069 -0.125
H 2.306 -2.156 -2.746 0.163 0.039 0.125
C 4.940 -1.066 -0.078 0.372 0.910 0.759
C 4.799 -1.784 1.295 -0.614 -1.208 -2.229
C 5.380 -3.228 1.234 -0.837 -0.455 -0.044
C 4.909 -4.135 0.147 -0.138 -0.088 -1.957
N 4.611 -4.845 -0.730 0.480 1.299 1.700
H 4.523 -1.498 -0.988 -0.005 -0.793 0.365
H 6.001 -0.876 -0.242 0.125 -0.111 -0.252
H 4.477 -0.080 -0.046 0.168 -0.062 0.195
H 3.753 -1.997 1.515 -0.143 0.607 0.184
H 5.252 -1.195 2.093 0.012 -0.212 -0.063
H 4.898 -3.759 2.055 0.861 0.031 0.793
H 6.470 -3.246 1.220 -0.068 -0.187 0.323
Br -1.184 -1.854 -0.010 0.752 1.095 0.129
C 0.084 -0.296 0.121 -0.069 0.420 -0.549
C 1.448 -0.716 0.646 -0.754 -0.006 -0.363
Br 2.429 1.032 0.984 -0.722 -1.305 -0.056
H -0.290 0.579 0.652 -0.674 -0.626 0.665
H 0.118 0.110 -0.890 0.311 -0.444 -0.179
H 1.931 -1.377 -0.074 0.567 0.558 -0.120
H 1.353 -1.345 1.531 0.234 0.637 0.416



(5)
65
Properties=species:S:1:pos:R:3:forces:R:3 method="wB97M-V/def2-TZVPD" total_charge=+1 homo_lumo_gap_ha=0.2442 molar_mass_g_mol=563.3 total_energy_ha=-2163.57328
O 1.489 1.542 -0.653 0.839 -4.309 -5.012
P 1.889 0.649 -1.934 3.164 3.706 5.680
O 2.532 -0.937 -1.456 -1.950 2.647 -3.694
O 3.295 1.492 -2.622 -2.850 -1.928 1.940
N 0.635 0.516 -3.163 0.989 -0.594 0.648
O 0.974 1.028 -4.393 0.857 -1.114 -1.444
C -0.618 -0.005 -3.115 -4.772 -1.878 0.131
N -1.558 0.034 -4.317 -1.804 -2.838 6.922
C -2.816 -0.622 -3.711 5.801 1.257 2.301
N -2.494 -1.011 -2.273 -2.166 1.327 -5.405
N -1.203 -0.659 -1.914 -0.172 1.672 -4.756
I -0.650 -1.148 -0.033 0.208 0.026 0.305
H 2.643 -1.421 -2.348 0.131 0.630 1.891
H 3.723 1.892 -1.785 -1.045 -0.707 -1.505
H 1.297 0.248 -4.960 -0.620 1.472 0.931
H -3.793 -0.738 -4.344 1.936 0.054 1.829
H -3.185 -1.476 -1.629 1.428 0.633 -0.679
C -0.031 5.112 -0.843 0.101 -0.170 0.121
O 1.231 4.565 -0.507 0.141 -0.403 0.089
H 0.085 6.181 -1.034 0.042 -0.200 0.040
H -0.414 4.622 -1.741 -0.246 0.140 -0.087
H -0.725 4.966 -0.011 -0.216 0.152 -0.106
H 1.097 3.616 -0.343 0.224 0.424 -0.101
C 3.866 -2.602 1.890 -0.198 0.223 -0.031
O 4.201 -2.806 0.529 -0.239 -0.079 -0.761
H 4.724 -2.868 2.511 -0.136 0.054 -0.187
H 3.614 -1.551 2.050 0.075 -0.257 0.298
H 3.016 -3.236 2.156 -0.009 0.007 0.285
H 3.421 -2.562 0.003 0.567 -0.117 0.326
C 2.523 1.097 4.250 -0.178 0.234 -0.065
O 3.169 0.188 3.379 -0.012 -0.196 -0.587
H 2.836 0.890 5.276 0.024 -0.038 -0.222
H 2.804 2.120 3.986 -0.118 0.084 0.223
H 1.440 0.974 4.170 -0.068 0.165 0.218
H 2.872 0.396 2.477 0.233 -0.038 0.504
C 4.226 1.287 -6.280 0.242 0.312 0.187
O 5.355 1.323 -5.426 -0.095 -0.016 0.429
H 4.547 0.988 -7.280 0.005 0.016 0.225
H 3.503 0.562 -5.900 -0.263 -0.129 -0.158
H 3.772 2.280 -6.327 -0.215 -0.094 -0.179
H 5.039 1.591 -4.546 0.261 -0.111 -0.462
C -0.734 0.039 6.537 0.127 -0.126 0.300
O -0.924 -0.515 5.248 0.155 -0.533 -0.632
H -1.271 0.988 6.598 0.058 -0.187 -0.103
H -1.124 -0.648 7.292 0.018 0.216 0.171
H 0.332 0.215 6.704 -0.038 0.129 0.211
H -0.436 -1.356 5.224 -0.311 0.486 0.012
C -3.891 -2.033 6.644 -0.217 0.175 -0.014
O -3.803 -1.506 7.955 -0.220 0.361 0.293
H -3.078 -2.747 6.492 -0.099 0.131 0.116
H -4.849 -2.544 6.519 0.059 -0.117 -0.234
H -3.801 -1.222 5.917 0.041 -0.179 -0.224
H -4.537 -0.877 8.060 0.466 -0.364 0.056
C -4.698 2.359 -2.226 -0.224 0.256 -0.104
O -5.812 1.488 -2.284 -0.389 -0.151 -0.228
H -3.845 1.817 -1.811 -0.137 0.007 0.008
H -4.452 2.705 -3.233 0.239 0.161 0.078
H -4.933 3.211 -1.583 0.301 0.061 -0.035
H -6.553 1.996 -2.656 0.326 -0.385 0.251
C -1.313 -4.795 -2.220 0.079 -0.252 -0.223
O -2.339 -3.992 -1.668 -0.736 0.545 -0.043
H -0.410 -4.683 -1.615 -0.206 0.019 -0.015
H -1.625 -5.842 -2.216 0.253 0.001 -0.076
H -1.105 -4.470 -3.243 0.190 -0.179 -0.047
H -3.127 -4.111 -2.226 0.374 -0.093 0.398



(6)
13
Properties=species:S:1:pos:R:3:forces:R:3 method="wB97M-V/def2-TZVPD" smiles="O[C@H]1C=NOC(=S)C1" homo_lumo_gap_ha=0.3295 e_above_lowest_ev=3.444 molar_mass_g_mol=131.2 total_energy_ha=-758.75354
C 0.096 0.665 -0.499 0.480 -0.804 1.032
C 0.675 -0.160 0.671 0.150 1.008 -0.356
C -0.522 -0.735 1.344 0.608 -0.703 -0.573
C -0.629 -0.363 -1.297 0.055 0.454 -2.327
H 1.347 2.096 -0.749 0.112 0.043 -0.155
H -0.581 1.335 0.004 -0.711 0.612 -0.174
H 1.234 0.461 1.364 -0.052 -0.003 0.105
H 1.330 -0.932 0.296 0.176 -0.424 -0.159
H -0.581 -0.213 -2.410 -0.059 -0.531 1.098
N -1.232 -1.398 -0.875 0.368 1.040 -0.051
O 1.027 1.368 -1.292 -0.276 -0.341 0.128
O -1.366 -1.397 0.532 -0.581 -0.482 0.455
S -0.798 -0.726 2.911 -0.269 0.130 0.977